Record 1
Entry from the OMol25 dataset: the ion CH9N2Si with charge +1 (ωB97M-V with the def2-TZVPD basis set).

Calculated values
**Total charge**: +1
**Structure (SMILES)**: [NH3+]CN[SiH3]

Last column: Mulliken charge in e.
Element x y z (Å)
Si1 1.573 0.208 1.267  0.288
N1 -1.447 -0.542 -0.772  -0.276
N2 0.041 0.673 0.577  -0.322
C1 -0.195 0.138 -0.972  -0.657
H1 -0.561 1.452 0.647  0.257
H2 0.544 -0.631 -0.940  0.472
H3 1.559 0.029 2.782  -0.044
H4 -1.659 -1.248 -1.553  0.375
H5 1.468 -1.162 0.589  -0.093
H6 -0.314 1.007 -1.675  0.302
H7 2.626 1.133 0.704  -0.035
H8 -1.399 -1.176 0.049  0.389
H9 -2.235 0.121 -0.702  0.346



Record 2
Entry from the OMol25 dataset: a structure of composition C17H45N9O12Zn2 (ωB97M-V with the def2-TZVPD basis set).

Last column: Mulliken charge in e.
Element x y z (Å)
Zn1 -1.166 -2.198 1.844  0.499
Zn2 -2.965 -0.824 -0.285  0.625
O1 0.010 -1.498 0.442  0.046
O2 3.010 4.457 -2.982  -0.339
O3 0.025 -4.004 -3.699  -0.788
O4 4.692 -0.810 -1.238  -0.726
O5 -1.114 -0.335 -0.920  -1.164
O6 -2.822 -2.728 0.612  -0.857
O7 -3.791 0.982 -0.192  -0.650
O8 -1.253 3.606 2.378  -0.455
O9 -3.065 -2.585 2.510  -0.751
O10 3.388 -4.615 1.400  -0.433
O11 -1.395 -0.363 0.960  -1.516
O12 -4.220 -1.441 1.206  -0.672
N1 -0.335 -4.128 1.962  -0.462
N2 3.256 -2.224 -2.143  -0.237
N3 1.093 1.299 -2.858  -0.665
N4 0.027 -3.497 -1.517  0.253
N5 -5.807 1.455 0.520  -0.366
N6 -0.034 -1.984 -2.979  -0.008
N7 2.880 -1.404 -0.191  0.359
N8 -3.587 4.459 3.639  -0.756
N9 -4.770 2.884 -0.756  -0.234
C1 -3.460 4.511 2.237  0.201
C2 2.592 3.156 -3.310  -0.953
C3 4.088 -4.915 0.228  -0.493
C4 -2.515 3.382 1.651  -0.338
C5 -4.740 1.786 -0.126  0.558
C6 1.086 -4.309 2.429  0.484
C7 3.693 -1.453 -1.169  0.247
C8 1.054 -5.604 3.242  -1.610
C9 2.060 -4.450 1.163  -0.879
C10 2.461 2.085 -1.029  -1.124
C11 -3.649 -2.499 1.480  1.220
C12 -0.004 -3.213 -2.782  0.274
C13 -2.977 5.913 1.883  -1.355
C14 1.702 2.450 -2.234  0.506
C15 4.212 4.851 -3.691  -0.746
C16 -0.499 -0.374 0.144  2.603
C17 -0.463 2.469 2.325  -0.511
H1 2.055 -1.983 -0.254  -0.739
H2 3.720 -2.053 -3.024  0.256
H3 1.960 -5.780 3.822  0.358
H4 0.245 -5.711 3.965  0.469
H5 -0.264 -1.349 -2.228  0.034
H6 3.994 4.837 -4.759  0.311
H7 -3.978 3.089 -1.348  0.262
H8 -2.715 6.019 0.830  0.331
H9 0.630 0.775 -2.130  0.095
H10 0.943 -6.471 2.590  0.387
H11 -5.539 3.538 -0.751  0.177
H12 1.938 3.209 -4.180  0.392
H13 -0.212 2.133 1.319  0.083
H14 4.480 5.862 -3.384  0.263
H15 1.359 -3.420 2.998  0.296
H16 -5.890 0.550 0.960  0.244
H17 -2.028 6.038 2.404  0.270
H18 3.386 1.530 -1.180  0.325
H19 -4.450 4.362 1.806  0.374
H20 3.760 -5.855 -0.215  0.308
H21 2.602 3.010 -0.470  0.362
H22 -2.946 2.389 1.776  0.255
H23 -6.526 2.141 0.698  0.155
H24 2.345 -2.649 -2.242  0.181
H25 -0.297 -4.755 1.171  0.253
H26 -0.990 1.667 2.842  0.289
H27 -3.913 3.558 3.961  0.298
H28 -0.023 -2.684 -0.920  -0.435
H29 -0.968 -4.698 2.505  0.375
H30 3.165 -0.883 0.626  0.161
H31 1.838 1.405 -0.448  0.158
H32 0.443 2.679 2.892  0.365
H33 0.878 3.108 -1.953  0.302
H34 -0.388 -4.372 -1.229  0.218
H35 -2.608 4.407 3.882  0.368
H36 4.060 -4.074 -0.465  0.088
H37 1.740 -5.281 0.534  0.547
H38 1.894 0.748 -3.135  0.306
H39 -3.727 6.674 2.102  0.356
H40 1.869 -3.666 0.429  0.686
H41 5.164 -4.922 0.404  0.283
H42 0.043 -1.679 -3.939  0.201
H43 3.433 2.492 -3.513  0.416
H44 -2.288 3.516 0.593  0.219
H45 5.109 4.262 -3.498  0.312



Computed values of ΔE to the lowest compared entry with this formula, charge and spin (unit: kJ/mol) for the preceding records, in sequence: 38.3; 491.1.
Computed values of HOMO-LUMO gap (unit: eV) for the preceding records, in sequence: 10.066; 7.663.